{"formula": "C31H40N5O3S2SiW", "method": "ωB97M-V with the def2-TZVPD basis set", "species": ["W", "N", "C", "C", "N", "C", "C", "N", "H", "H", "H", "H", "H", "H", "H", "H", "H", "H", "H", "H", "H", "O", "C", "O", "C", "C", "C", "C", "C", "C", "S", "H", "H", "H", "H", "C", "C", "C", "C", "Si", "O", "C", "C", "C", "C", "C", "C", "C", "C", "C", "C", "C", "C", "H", "H", "H", "H", "H", "H", "H", "H", "H", "H", "H", "H", "H", "H", "H", "H", "H", "H", "H", "S", "C", "N", "C", "C", "C", "N", "H", "H", "H", "H"], "positions_angstrom": [[0.77, 0.73, 0.50], [2.52, 1.90, -0.41], [2.57, 3.25, 0.24], [1.22, 3.84, -0.02], [0.14, 2.90, 0.38], [-0.75, 3.37, 1.54], [-0.40, 2.62, 2.80], [-0.48, 1.15, 2.45], [2.46, 2.05, -1.42], [3.39, 1.39, -0.19], [2.78, 3.13, 1.28], [3.41, 3.81, -0.16], [1.18, 4.82, 0.51], [1.10, 4.00, -1.09], [-0.56, 2.89, -0.40], [-0.62, 4.46, 1.69], [-1.78, 3.13, 1.20], [0.62, 2.78, 3.21], [-1.10, 2.89, 3.60], [-0.12, 0.55, 3.19], [-1.49, 0.94, 2.31], [1.91, 0.03, 4.05], [2.38, -0.04, 2.95], [1.98, 0.88, 2.00], [3.46, -0.87, 2.42], [4.45, -1.31, 3.27], [5.49, -2.11, 2.80], [5.60, -2.43, 1.44], [4.55, -2.06, 0.61], [3.47, -1.34, 1.07], [1.95, -1.29, 0.14], [4.48, -1.00, 4.36], [6.25, -2.52, 3.47], [6.43, -2.98, 1.10], [4.56, -2.40, -0.41], [-4.75, -1.02, -0.85], [-3.50, -0.12, -0.77], [-3.71, 1.07, 0.18], [-3.10, 0.40, -2.16], [-2.21, -1.32, -0.02], [-0.64, -0.18, 0.03], [-1.64, -2.67, -1.09], [-2.32, -3.88, -0.96], [-2.17, -4.89, -1.94], [-1.21, -4.71, -2.90], [-0.55, -3.50, -3.04], [-0.77, -2.46, -2.15], [-2.17, -1.60, 1.80], [-0.93, -2.09, 2.25], [-0.59, -1.97, 3.59], [-1.50, -1.46, 4.49], [-2.81, -1.20, 4.11], [-3.12, -1.16, 2.74], [-5.64, -0.38, -0.78], [-4.89, -1.74, 0.00], [-4.74, -1.58, -1.83], [-4.45, 1.82, -0.18], [-2.77, 1.64, 0.31], [-4.05, 0.89, 1.20], [-3.94, 0.94, -2.61], [-2.75, -0.37, -2.86], [-2.34, 1.15, -1.99], [-3.10, -3.96, -0.23], [-2.81, -5.79, -1.98], [-1.02, -5.48, -3.66], [0.09, -3.20, -3.88], [-0.31, -1.52, -2.34], [-0.16, -2.52, 1.51], [0.36, -2.33, 3.93], [-1.19, -1.33, 5.51], [-3.58, -1.09, 4.87], [-4.12, -0.90, 2.38], [0.10, 1.00, -2.04], [1.06, 1.61, -3.35], [0.43, 1.63, -4.59], [1.07, 2.00, -5.74], [2.40, 2.34, -5.67], [2.98, 2.29, -4.41], [2.32, 1.95, -3.30], [-0.57, 1.31, -4.63], [0.51, 2.06, -6.65], [2.95, 2.69, -6.53], [4.04, 2.46, -4.25]], "charge": 3, "orbital_gap_ev": [5.786, 5.793], "de_lowest_kcal_mol": 0.0, "fmax_ev_per_a": 2.44}


{"formula": "C31H41AsNOPPdSi", "method": "ωB97M-V with the def2-TZVPD basis set", "species": ["Pd", "Si", "P", "N", "H", "C", "H", "H", "H", "C", "H", "H", "H", "C", "H", "H", "H", "C", "H", "H", "H", "H", "H", "C", "C", "C", "C", "C", "C", "H", "H", "H", "H", "H", "C", "O", "C", "H", "H", "H", "C", "H", "H", "H", "C", "C", "C", "C", "C", "C", "As", "C", "C", "C", "C", "C", "C", "C", "C", "C", "C", "C", "C", "H", "H", "H", "H", "H", "H", "H", "H", "H", "H", "H", "H", "H", "H", "H"], "positions_angstrom": [[0.52, -0.97, -0.53], [-0.88, -2.57, 0.45], [0.61, -2.47, -2.38], [-1.41, -0.54, -1.08], [1.99, -0.90, 0.71], [1.69, -1.82, -3.70], [1.76, -2.56, -4.51], [2.69, -1.61, -3.29], [1.24, -0.88, -4.05], [1.27, -4.10, -1.95], [1.43, -4.63, -2.90], [0.56, -4.67, -1.33], [2.23, -3.98, -1.42], [-0.92, -2.81, -3.31], [-0.68, -3.57, -4.06], [-1.25, -1.88, -3.81], [-1.72, -3.17, -2.66], [0.07, -3.72, 1.66], [0.66, -3.13, 2.38], [0.72, -4.42, 1.12], [-0.69, -4.29, 2.21], [-1.97, -1.96, 1.24], [-1.49, -3.47, -0.54], [-2.34, -0.05, -1.88], [-3.29, 1.67, -3.35], [-2.19, 1.12, -2.72], [-3.65, -0.67, -1.81], [-4.73, -0.11, -2.46], [-4.56, 1.06, -3.21], [-3.17, 2.57, -3.96], [-1.20, 1.57, -2.81], [-3.74, -1.58, -1.21], [-5.71, -0.59, -2.38], [-5.42, 1.52, -3.70], [3.06, -1.13, 0.15], [2.59, -1.23, -1.15], [4.11, -0.01, 0.27], [4.99, -0.42, 0.76], [3.76, 0.82, 0.91], [4.42, 0.38, -0.71], [3.63, -2.44, 0.68], [4.27, -2.88, -0.09], [2.87, -3.18, 0.97], [4.23, -2.22, 1.57], [3.15, 2.33, 4.30], [2.76, 0.99, 4.25], [1.89, 0.55, 3.24], [1.38, 1.48, 2.31], [1.80, 2.81, 2.34], [2.70, 3.24, 3.33], [0.03, 0.88, 1.01], [-1.63, 0.93, 2.09], [-2.86, 0.79, 1.46], [-4.02, 0.52, 2.20], [-3.94, 0.46, 3.59], [-2.72, 0.69, 4.24], [-1.56, 0.93, 3.49], [0.08, 2.39, -0.23], [-0.98, 3.30, -0.26], [-0.91, 4.38, -1.14], [0.21, 4.55, -1.96], [1.25, 3.62, -1.95], [1.18, 2.51, -1.10], [3.82, 2.68, 5.09], [3.12, 0.28, 5.00], [1.61, -0.50, 3.19], [1.45, 3.52, 1.59], [3.03, 4.28, 3.35], [-2.92, 0.81, 0.37], [-4.97, 0.35, 1.68], [-4.83, 0.21, 4.18], [-2.67, 0.66, 5.34], [-0.60, 1.09, 4.00], [-1.83, 3.17, 0.41], [-1.74, 5.09, -1.18], [0.26, 5.41, -2.63], [2.13, 3.75, -2.59], [1.96, 1.75, -1.12]], "charge": 0, "orbital_gap_ev": [5.630, 5.963], "s_squared": 6.07, "multiplicity": 5, "fmax_ev_per_a": 2.65}


{"formula": "C31H41BN5O2SScSe", "method": "ωB97M-V with the def2-TZVPD basis set", "species": ["Sc", "C", "C", "C", "C", "C", "C", "C", "C", "C", "C", "C", "C", "C", "C", "C", "C", "C", "H", "H", "H", "H", "H", "H", "H", "H", "H", "H", "H", "H", "H", "H", "H", "H", "H", "H", "H", "H", "H", "H", "H", "H", "H", "H", "H", "H", "H", "B", "N", "C", "C", "C", "N", "N", "C", "C", "C", "N", "H", "H", "H", "H", "H", "H", "H", "H", "O", "C", "O", "C", "C", "C", "C", "C", "C", "S", "H", "H", "H", "H", "Se", "C", "N"], "positions_angstrom": [[-0.12, -0.26, -1.09], [-1.19, -0.53, 1.69], [0.07, -0.28, 2.26], [0.52, 0.98, 1.75], [-0.49, 1.44, 0.87], [-1.59, 0.53, 0.85], [-3.05, 0.91, 0.61], [-3.21, 2.27, -0.08], [-3.72, 1.00, 2.00], [-3.80, -0.13, -0.24], [1.68, 1.91, 2.11], [1.62, 2.24, 3.62], [3.06, 1.35, 1.73], [1.59, 3.26, 1.39], [0.57, -1.23, 3.36], [0.00, -0.77, 4.72], [2.09, -1.39, 3.49], [0.04, -2.66, 3.14], [-1.81, -1.38, 1.92], [-0.53, 2.42, 0.42], [-2.72, 3.05, 0.49], [-4.27, 2.52, -0.16], [-2.79, 2.24, -1.08], [-3.17, 1.69, 2.63], [-3.73, 0.02, 2.49], [-4.76, 1.35, 1.91], [-3.43, -0.09, -1.26], [-4.87, 0.08, -0.25], [-3.64, -1.14, 0.15], [1.87, 1.37, 4.22], [0.62, 2.56, 3.87], [2.33, 3.03, 3.86], [3.18, 0.31, 2.00], [3.85, 1.93, 2.22], [3.19, 1.44, 0.66], [0.70, 3.82, 1.70], [1.58, 3.13, 0.31], [2.46, 3.86, 1.64], [0.42, 0.18, 5.03], [0.23, -1.51, 5.50], [-1.08, -0.66, 4.65], [2.59, -0.46, 3.77], [2.52, -1.76, 2.56], [2.32, -2.12, 4.28], [-1.03, -2.72, 3.31], [0.52, -3.34, 3.85], [0.26, -3.01, 2.14], [-0.55, -3.82, -0.55], [0.88, -3.23, -0.42], [2.00, -3.93, -0.27], [3.06, -3.05, -0.11], [2.47, -1.80, -0.19], [1.15, -1.91, -0.37], [-1.23, -3.22, -1.79], [-1.71, -3.87, -2.85], [-2.35, -2.96, -3.67], [-2.20, -1.75, -3.02], [-1.52, -1.92, -1.88], [-0.44, -5.00, -0.69], [-1.19, -3.52, 0.42], [2.00, -5.00, -0.28], [4.10, -3.29, 0.02], [2.93, -0.82, -0.14], [-1.56, -4.93, -2.98], [-2.83, -3.15, -4.62], [-2.54, -0.78, -3.34], [-2.39, 2.15, -3.45], [-1.26, 1.81, -3.09], [-1.06, 0.90, -2.21], [-0.05, 2.46, -3.69], [-0.30, 3.26, -4.81], [0.71, 3.92, -5.47], [2.01, 3.80, -5.00], [2.27, 3.03, -3.89], [1.26, 2.34, -3.20], [1.76, 1.49, -1.77], [-1.33, 3.34, -5.13], [0.49, 4.54, -6.33], [2.82, 4.32, -5.50], [3.28, 2.94, -3.50], [1.14, -1.37, -3.70], [2.26, -2.76, -3.74], [2.99, -3.66, -3.80]], "charge": -2, "orbital_gap_ev": 5.938, "de_lowest_kcal_mol": 23.7, "fmax_ev_per_a": 1.62}


{"formula": "C31H41CsN6O5S2", "method": "ωB97M-V with the def2-TZVPD basis set", "species": ["Cs", "C", "C", "C", "C", "C", "C", "H", "H", "H", "H", "H", "H", "O", "S", "O", "N", "C", "C", "C", "C", "C", "C", "C", "C", "N", "C", "C", "C", "C", "C", "C", "C", "H", "H", "H", "H", "H", "H", "H", "H", "H", "H", "H", "N", "C", "C", "C", "C", "N", "C", "N", "N", "C", "O", "O", "H", "H", "H", "H", "H", "H", "H", "H", "H", "H", "H", "H", "H", "H", "C", "C", "S", "O", "C", "C", "H", "H", "H", "H", "H", "H", "H", "H", "H", "H"], "positions_angstrom": [[-1.51, -0.21, -0.31], [-4.64, -1.62, 0.47], [-4.52, -1.64, 1.86], [-4.68, -0.47, 2.58], [-4.97, 0.71, 1.93], [-5.09, 0.74, 0.55], [-4.92, -0.43, -0.18], [-4.53, -2.54, -0.09], [-4.31, -2.57, 2.37], [-4.60, -0.49, 3.66], [-5.12, 1.62, 2.50], [-5.31, 1.66, 0.03], [-5.02, -0.42, -1.26], [-0.28, -2.23, -0.65], [0.91, -2.04, 0.18], [2.05, -1.51, -0.56], [0.42, -1.17, 1.39], [1.15, -1.01, 2.54], [2.45, -1.47, 2.74], [3.13, -1.28, 3.95], [2.54, -0.63, 5.01], [1.22, -0.16, 4.87], [0.54, 0.49, 5.92], [-0.76, 0.87, 5.76], [-1.39, 0.60, 4.53], [-0.79, 0.03, 3.52], [0.50, -0.36, 3.65], [1.33, -3.68, 0.76], [2.51, -4.29, 0.36], [2.81, -5.57, 0.80], [1.92, -6.23, 1.65], [0.74, -5.61, 2.04], [0.44, -4.33, 1.60], [2.96, -1.95, 1.92], [4.14, -1.65, 4.05], [3.07, -0.48, 5.94], [1.06, 0.67, 6.85], [-1.31, 1.36, 6.55], [-2.43, 0.87, 4.38], [3.18, -3.74, -0.29], [3.73, -6.05, 0.50], [2.15, -7.22, 2.01], [0.05, -6.13, 2.70], [-0.47, -3.83, 1.89], [0.89, 1.15, -1.77], [0.28, 1.36, -3.08], [1.34, 1.69, -4.16], [0.87, 1.64, -5.62], [1.76, 0.68, -6.44], [1.83, -0.59, -5.76], [2.91, -1.16, -5.39], [2.84, -2.31, -4.65], [4.19, -0.71, -5.64], [-0.66, 0.17, -3.34], [-0.28, -0.85, -4.08], [-1.75, 0.16, -2.81], [1.63, 1.82, -1.61], [1.29, 0.22, -1.67], [-0.40, 2.21, -2.99], [2.18, 1.02, -4.01], [1.70, 2.70, -3.92], [0.90, 2.62, -6.08], [-0.16, 1.29, -5.68], [2.75, 1.15, -6.58], [1.33, 0.54, -7.43], [0.52, -0.72, -4.71], [1.93, -2.49, -4.24], [3.60, -2.50, -4.02], [4.29, -0.05, -6.39], [4.92, -1.39, -5.59], [0.04, 5.53, 0.13], [-1.06, 4.55, -0.25], [-0.79, 2.85, 0.37], [-2.00, 2.12, -0.06], [-1.04, 3.17, 2.15], [-2.45, 3.63, 2.48], [-0.17, 6.51, -0.30], [1.01, 5.20, -0.24], [0.10, 5.66, 1.21], [-1.11, 4.41, -1.34], [-2.04, 4.85, 0.09], [-0.26, 3.87, 2.48], [-0.84, 2.20, 2.60], [-2.60, 4.69, 2.25], [-2.66, 3.49, 3.54], [-3.15, 3.04, 1.90]], "charge": 0, "orbital_gap_ev": 7.091, "de_lowest_kcal_mol": 46.2, "fmax_ev_per_a": 3.34}


{"formula": "C31H41N5STb", "method": "ωB97M-V with the def2-TZVPD basis set", "species": ["Tb", "N", "N", "C", "C", "C", "C", "H", "H", "H", "C", "C", "H", "H", "H", "C", "C", "H", "H", "H", "C", "H", "H", "H", "C", "H", "H", "H", "C", "H", "C", "H", "C", "H", "C", "H", "C", "C", "H", "C", "C", "H", "C", "H", "N", "C", "C", "C", "H", "C", "C", "H", "H", "H", "C", "H", "C", "C", "H", "H", "H", "C", "H", "H", "H", "C", "N", "C", "S", "N", "C", "H", "H", "H", "H", "H", "H", "H", "H"], "positions_angstrom": [[-1.22, -0.82, -0.24], [-3.78, 1.48, 1.81], [-1.34, -2.28, -2.16], [1.33, -0.36, 1.38], [0.29, -1.12, 2.05], [-0.55, -0.18, 2.73], [-1.62, -0.46, 3.71], [-1.68, -1.51, 3.97], [-2.61, -0.17, 3.27], [-1.51, 0.13, 4.63], [-0.09, 1.12, 2.43], [-0.62, 2.34, 3.09], [-0.04, 2.58, 4.00], [-1.66, 2.18, 3.40], [-0.59, 3.22, 2.43], [1.09, 1.02, 1.64], [2.00, 2.15, 1.33], [1.46, 2.96, 0.81], [2.83, 1.84, 0.68], [2.43, 2.58, 2.25], [0.23, -2.60, 2.19], [0.85, -2.97, 3.04], [0.59, -3.13, 1.29], [-0.80, -2.93, 2.38], [2.57, -0.94, 0.79], [2.98, -0.30, 0.00], [2.38, -1.93, 0.35], [3.37, -1.08, 1.55], [-4.63, 2.48, 1.63], [-4.64, 3.27, 2.40], [-5.47, 2.50, 0.49], [-6.21, 3.28, 0.41], [-5.34, 1.51, -0.51], [-5.77, 1.64, -1.51], [-4.59, 0.35, -0.25], [-4.35, -0.45, -1.01], [-4.02, 0.27, 1.14], [-3.69, -0.96, 2.05], [-3.65, -2.25, 1.87], [-0.08, -1.97, -2.19], [-1.59, -3.71, -2.35], [-2.56, -4.12, -1.84], [-0.39, -4.14, -2.90], [-0.26, -5.11, -3.35], [0.50, -3.07, -2.82], [1.87, -3.00, -2.67], [2.53, -4.11, -2.10], [3.93, -4.08, -2.11], [4.47, -4.98, -1.79], [4.61, -2.94, -2.55], [6.07, -2.99, -2.77], [6.51, -2.02, -2.58], [6.30, -3.26, -3.81], [6.53, -3.74, -2.13], [3.94, -1.75, -2.78], [4.46, -0.82, -2.99], [2.54, -1.73, -2.80], [1.83, -0.40, -2.92], [0.75, -0.46, -3.20], [2.33, 0.20, -3.69], [1.88, 0.21, -2.00], [1.78, -5.20, -1.35], [1.01, -5.71, -1.95], [1.29, -4.84, -0.42], [2.50, -5.96, -1.05], [-2.82, 4.97, 0.47], [-1.85, 3.85, 0.60], [-0.91, 3.70, -0.37], [-0.48, 2.10, -0.97], [-0.39, 4.92, -0.78], [0.13, 5.83, 0.29], [-2.47, 5.77, -0.21], [-3.03, 5.44, 1.45], [-3.75, 4.60, 0.02], [-2.06, 2.95, 1.10], [0.14, 4.94, -1.65], [1.15, 6.11, 0.04], [-0.48, 6.74, 0.40], [0.16, 5.33, 1.27]], "charge": -1, "orbital_gap_ev": [5.582, 5.462], "s_squared": 12.52, "multiplicity": 7, "fmax_ev_per_a": 4.80}


{"formula": "C31H41OSi", "method": "ωB97M-V with the def2-TZVPD basis set", "species": ["C", "C", "Si", "C", "C", "C", "C", "C", "C", "C", "C", "C", "C", "H", "H", "H", "H", "H", "H", "H", "H", "H", "H", "H", "H", "H", "H", "H", "H", "H", "H", "H", "H", "H", "H", "H", "H", "H", "H", "C", "C", "C", "C", "O", "C", "C", "C", "C", "C", "C", "C", "C", "C", "C", "C", "C", "C", "C", "C", "H", "H", "H", "H", "H", "H", "H", "H", "H", "H", "H", "H", "H", "H", "H"], "positions_angstrom": [[-2.84, 4.90, -1.09], [-3.99, 3.90, -0.92], [-3.77, 2.66, 0.47], [-3.58, 3.60, 2.08], [-4.80, 4.46, 2.46], [-5.28, 1.55, 0.60], [-6.36, 1.78, -0.46], [-2.18, 1.66, 0.12], [-2.40, 0.17, 0.03], [-2.33, -0.63, 1.30], [-2.70, -0.44, -1.14], [-2.99, -1.91, -1.18], [-2.77, 0.33, -2.42], [-3.06, 5.58, -1.92], [-2.70, 5.52, -0.19], [-1.89, 4.41, -1.31], [-4.94, 4.43, -0.74], [-4.13, 3.33, -1.86], [-3.38, 2.85, 2.87], [-2.68, 4.22, 2.01], [-4.61, 4.98, 3.40], [-5.01, 5.23, 1.70], [-5.70, 3.86, 2.60], [-4.93, 0.51, 0.56], [-5.69, 1.69, 1.61], [-7.18, 1.07, -0.31], [-6.78, 2.79, -0.40], [-5.97, 1.63, -1.48], [-1.73, 2.09, -0.79], [-1.53, 1.90, 0.98], [-2.03, 0.01, 2.14], [-3.29, -1.10, 1.57], [-1.58, -1.43, 1.23], [-3.23, -2.21, -2.21], [-2.14, -2.52, -0.86], [-3.84, -2.19, -0.55], [-3.00, -0.35, -3.25], [-3.54, 1.11, -2.43], [-1.81, 0.82, -2.67], [6.25, -3.61, -4.97], [6.99, -3.20, -3.86], [6.68, -3.69, -2.59], [5.60, -4.56, -2.46], [5.19, -4.99, -1.19], [4.48, -4.12, -0.37], [3.08, -4.18, -0.40], [2.36, -3.22, 0.30], [3.00, -2.20, 1.08], [2.16, -1.24, 1.71], [2.50, -0.09, 2.47], [1.44, 0.56, 3.18], [1.68, 1.67, 3.98], [2.98, 2.19, 4.10], [4.03, 1.60, 3.39], [3.80, 0.51, 2.55], [4.42, -2.28, 1.18], [5.15, -3.20, 0.45], [4.87, -5.02, -3.56], [5.19, -4.51, -4.82], [6.50, -3.23, -5.96], [7.82, -2.50, -3.96], [7.23, -3.39, -1.70], [2.58, -4.95, -0.99], [1.27, -3.24, 0.26], [1.09, -1.44, 1.62], [0.44, 0.15, 3.09], [0.85, 2.14, 4.51], [3.16, 3.05, 4.74], [5.04, 2.01, 3.47], [4.62, 0.13, 1.94], [4.97, -1.62, 1.85], [6.24, -3.22, 0.49], [4.06, -5.72, -3.41], [4.61, -4.84, -5.69]], "charge": 1, "orbital_gap_ev": 4.262, "fmax_ev_per_a": 1.57}